1.
This record from the Open Molecules 2025 dataset describes C3H6O in the gas phase. The level of theory is ωB97M-V/def2-TZVPD.

Results
**Energy relative to the best compared isomer or geometry (same formula, charge and spin)**: 38.99 kcal per mole
**SMILES**: C1COC1
**Highest occupied orbital energy**: -9.5112 eV
**E_LUMO**: 1.17 eV

Geometry (Å):
C1 -0.48 -0.08 -0.96
C2 0.95 0.16 -0.39
C3 -0.87 -0.24 0.50
H1 -0.92 0.90 -1.32
H2 -0.57 -0.97 -1.68
H3 1.64 -0.67 -0.57
H4 1.58 1.05 -0.67
H5 -1.55 0.48 0.89
H6 -1.24 -1.25 0.90
O1 0.43 0.18 0.94

2.
This record from the Open Molecules 2025 dataset describes a molecular structure, C3H6O. The level of theory is ωB97M-V/def2-TZVPD.

Results
**Energy relative to the best compared isomer or geometry (same formula, charge and spin)**: 166.11 kcal per mole
**Highest occupied orbital energy**: -7.8534 eV
**E_LUMO**: -1.52 eV

Geometry (Å):
C1 -1.52 0.28 -0.02
C2 -1.20 -0.72 0.85
C3 0.11 -0.69 0.32
O1 0.50 -0.73 -0.95
H1 -1.85 0.09 -1.01
H2 0.94 -0.55 1.07
H3 -1.43 1.38 0.04
H4 3.17 1.05 -1.21
H5 2.99 1.28 -0.56
H6 -1.70 -1.40 1.47

3.
This record from the Open Molecules 2025 dataset describes 2 unconnected molecules or ions with the total composition C3H6O. The level of theory is ωB97M-V/def2-TZVPD.

Results
**Energy relative to the best compared isomer or geometry (same formula, charge and spin)**: 101.79 kcal per mole
**Highest occupied orbital energy (spin up / spin down)**: -8.2660 / -7.8873 eV
**E_LUMO (spin up / spin down)**: 0.66 / 0.16 eV

Geometry (Å):
C1 -0.26 -2.23 0.53
C2 -0.31 1.16 0.15
C3 0.39 0.13 -0.61
O1 -1.09 -1.99 1.39
H1 0.26 -3.30 0.31
H2 -1.37 1.37 -0.12
H3 0.17 2.18 0.20
H4 -0.29 0.76 1.20
H5 -0.09 -0.26 -1.52
H6 1.34 -0.03 -0.49

4.
This record from the Open Molecules 2025 dataset describes C3H6O in the gas phase. The level of theory is ωB97M-V/def2-TZVPD.

Results
**Energy relative to the best compared isomer or geometry (same formula, charge and spin)**: 94.95 kcal per mole
**Highest occupied orbital energy**: -8.1943 eV
**E_LUMO**: 0.50 eV

Geometry (Å):
C1 -1.31 0.16 0.18
C2 -0.47 -1.09 0.09
C3 1.39 0.00 -0.23
O1 0.74 -0.91 0.66
H1 -2.15 -0.27 0.73
H2 -1.72 0.49 -0.78
H3 -0.91 1.01 0.75
H4 0.90 -0.13 -1.21
H5 2.42 -0.34 -0.34
H6 1.32 1.05 0.09

5.
This record from the Open Molecules 2025 dataset describes 2 unconnected molecules or ions with the total composition C3H6O. The level of theory is ωB97M-V/def2-TZVPD.

Results
**Energy relative to the best compared isomer or geometry (same formula, charge and spin)**: 127.26 kcal per mole
**Highest occupied orbital energy (spin up / spin down)**: -8.7679 / -8.1255 eV
**E_LUMO (spin up / spin down)**: 0.35 / 0.11 eV

Geometry (Å):
C1 -0.78 0.48 0.41
C2 -0.26 -0.93 0.69
C3 0.42 -0.04 -0.28
O1 0.58 -0.25 -1.59
H1 -1.52 0.86 -0.28
H2 -0.35 1.16 1.07
H3 0.13 -1.15 1.67
H4 -0.88 -1.78 0.34
H5 2.16 1.09 0.13
H6 0.49 0.56 -2.16

6.
This record from the Open Molecules 2025 dataset describes C3H6O in the gas phase. The level of theory is ωB97M-V/def2-TZVPD.

Results
**Energy relative to the best compared isomer or geometry (same formula, charge and spin)**: 24.44 kcal per mole
**SMILES**: C=CCO
**Highest occupied orbital energy**: -9.6692 eV
**E_LUMO**: 0.98 eV

Geometry (Å):
C1 0.34 0.23 0.74
C2 -0.26 -0.47 -0.43
C3 -0.22 -0.03 -1.69
O1 -0.48 -0.01 1.87
H1 0.04 0.25 2.65
H2 1.35 -0.16 0.94
H3 -0.76 -1.42 -0.21
H4 0.40 1.32 0.58
H5 0.27 0.90 -1.96
H6 -0.69 -0.60 -2.49

7.
This record from the Open Molecules 2025 dataset describes C3H6O in the gas phase. The level of theory is ωB97M-V/def2-TZVPD.

Results
**Energy relative to the best compared isomer or geometry (same formula, charge and spin)**: 38.22 kcal per mole
**SMILES**: C=COC
**Highest occupied orbital energy**: -8.7467 eV
**E_LUMO**: 1.08 eV

Geometry (Å):
C1 -0.03 0.62 -1.59
C2 0.10 -0.40 0.61
C3 -0.13 -0.44 1.92
H1 1.02 0.86 -1.97
H2 -0.13 -0.40 -1.91
H3 -0.86 1.28 -2.02
H4 0.42 -1.30 -0.01
H5 -0.03 -1.38 2.52
H6 -0.31 0.42 2.56
O1 -0.04 0.74 -0.11

8.
This record from the Open Molecules 2025 dataset describes a molecular structure, C3H6O2. The level of theory is ωB97M-V/def2-TZVPD.

Results
**Energy relative to the best compared isomer or geometry (same formula, charge and spin)**: 109.54 kcal per mole
**Highest occupied orbital energy**: -8.5606 eV
**E_LUMO**: 0.15 eV

Geometry (Å):
O1 -0.45 -1.87 -0.79
C1 0.62 -1.26 -0.28
C2 0.05 0.93 -0.30
C3 -0.32 0.99 1.13
O2 0.38 1.46 2.00
H1 -0.33 -1.96 -1.74
H2 0.86 -0.10 -0.65
H3 0.53 -1.28 0.82
H4 -0.80 0.86 -0.98
H5 0.77 1.70 -0.58
H6 -1.30 0.53 1.38

9.
This record from the Open Molecules 2025 dataset describes C3H6O2 in the gas phase. The level of theory is ωB97M-V/def2-TZVPD.

Results
**Energy relative to the best compared isomer or geometry (same formula, charge and spin)**: 47.58 kcal per mole
**SMILES**: OC[C@H]1CO1
**Highest occupied orbital energy**: -10.2602 eV
**E_LUMO**: 1.06 eV

Geometry (Å):
O1 -1.73 -0.28 -0.57
C1 -0.96 0.71 0.06
C2 0.53 0.42 -0.06
C3 1.10 -0.83 0.45
O2 0.87 -0.64 -0.95
H1 -1.15 -0.69 -1.23
H2 -1.17 1.71 -0.35
H3 -1.25 0.72 1.12
H4 1.19 1.29 -0.15
H5 0.44 -1.54 0.94
H6 2.15 -0.87 0.74

10.
This record from the Open Molecules 2025 dataset describes C3H6O2 in the gas phase. The level of theory is ωB97M-V/def2-TZVPD.

Results
**Energy relative to the best compared isomer or geometry (same formula, charge and spin)**: 91.64 kcal per mole
**SMILES**: C=C(C)OO
**Highest occupied orbital energy**: -8.7898 eV
**E_LUMO**: 0.92 eV

Geometry (Å):
C1 -1.53 -0.24 0.01
C2 -0.03 -0.08 0.04
O1 0.42 0.73 1.07
C3 0.79 -0.54 -0.89
O2 1.85 0.78 1.00
H1 -2.04 -0.49 0.95
H2 -1.75 -1.03 -0.72
H3 -2.00 0.68 -0.39
H4 1.80 -0.16 -0.91
H5 0.45 -1.29 -1.60
H6 2.05 1.62 1.45

11.
This record from the Open Molecules 2025 dataset describes C3H6O2 in the gas phase. The level of theory is ωB97M-V/def2-TZVPD.

Results
**Energy relative to the best compared isomer or geometry (same formula, charge and spin)**: 36.20 kcal per mole
**SMILES**: O/C=C\CO
**Highest occupied orbital energy**: -9.3255 eV
**E_LUMO**: 0.79 eV

Geometry (Å):
O1 0.17 1.97 -0.03
C1 0.71 0.93 -0.71
C2 0.65 -0.36 -0.37
C3 -0.26 -0.87 0.71
O2 -1.59 -0.97 0.20
H1 -0.18 1.66 0.82
H2 -1.57 -0.49 -0.63
H3 1.18 1.27 -1.62
H4 1.10 -1.09 -1.04
H5 -0.26 -0.20 1.59
H6 0.05 -1.85 1.08

12.
This record from the Open Molecules 2025 dataset describes a molecular structure, C3H6O2. The level of theory is ωB97M-V/def2-TZVPD.

Results
**Energy relative to the best compared isomer or geometry (same formula, charge and spin)**: 45.84 kcal per mole
**Highest occupied orbital energy**: -9.9692 eV
**E_LUMO**: 0.92 eV

Geometry (Å):
O1 1.51 -0.77 0.68
C1 0.21 -0.27 0.61
C2 -0.08 1.14 0.09
O2 -1.26 0.65 -0.57
C3 -0.74 -0.68 -0.51
H1 1.91 -0.68 -0.19
H2 -0.24 -0.44 1.60
H3 -0.30 1.95 0.80
H4 0.68 1.46 -0.63
H5 -1.49 -1.44 -0.26
H6 -0.23 -0.94 -1.45